Entry from the Open Molecules 2025 dataset: C39H33Cl2F3N4O2PbSb as an isolated structure (the ωB97M-V functional and the def2-TZVPD basis).

Positions of all 85 atoms, in Å:
Pb -1.039 0.284 0.318
C -4.095 -1.272 1.159
C -3.881 -0.632 2.534
C -2.627 -1.092 3.220
C -2.665 -1.705 4.466
C -1.483 -2.105 5.065
C -0.285 -1.885 4.403
C -0.331 -1.272 3.165
N -1.470 -0.889 2.584
N -3.528 -0.498 0.032
C -3.481 -1.327 -1.188
C -2.606 -2.548 -1.034
C -2.892 -3.724 -1.714
C -2.022 -4.795 -1.582
C -0.907 -4.662 -0.769
C -0.709 -3.454 -0.122
N -1.539 -2.421 -0.245
C -4.383 0.672 -0.220
C -3.808 1.659 -1.206
C -4.636 2.392 -2.040
C -4.077 3.374 -2.843
C -2.711 3.593 -2.784
C -1.952 2.806 -1.936
N -2.487 1.851 -1.171
H -5.169 -1.413 0.978
H -3.635 -2.259 1.155
H -4.734 -0.875 3.168
H -3.846 0.457 2.463
H -3.616 -1.864 4.957
H -1.496 -2.582 6.036
H 0.663 -2.172 4.835
H 0.583 -1.065 2.617
H -3.077 -0.707 -1.996
H -4.494 -1.626 -1.489
H -3.774 -3.795 -2.336
H -2.214 -5.722 -2.107
H -0.206 -5.473 -0.637
H 0.152 -3.305 0.522
H -4.520 1.205 0.722
H -5.377 0.348 -0.556
H -5.700 2.200 -2.051
H -4.702 3.962 -3.502
H -2.235 4.361 -3.377
H -0.883 2.948 -1.841
F 6.502 -4.324 0.810
C 5.721 -3.233 0.774
C 4.559 -3.224 1.519
C 3.760 -2.089 1.469
C 4.108 -0.990 0.689
C 5.295 -1.037 -0.039
C 6.110 -2.158 -0.003
Sb 2.740 0.651 0.618
C 1.894 0.084 -1.275
C 1.304 1.043 -2.103
C 0.593 0.669 -3.236
C 0.470 -0.677 -3.524
F -0.225 -1.045 -4.619
C 1.052 -1.655 -2.744
C 1.764 -1.262 -1.617
C 4.006 2.184 -0.120
C 4.520 2.168 -1.416
C 5.334 3.195 -1.870
C 5.618 4.237 -1.009
F 6.393 5.242 -1.448
C 5.129 4.289 0.281
C 4.316 3.253 0.718
H 4.304 -4.083 2.125
H 2.853 -2.069 2.068
H 5.600 -0.190 -0.642
H 7.036 -2.209 -0.560
H 1.416 2.095 -1.870
H 0.154 1.398 -3.905
H 0.951 -2.696 -3.023
H 2.235 -2.025 -1.005
H 4.267 1.362 -2.095
H 5.732 3.206 -2.875
H 5.372 5.131 0.914
H 3.905 3.300 1.720
Cl -2.078 5.232 0.847
C -1.062 4.298 1.974
Cl 0.490 5.080 2.252
C -0.896 2.903 1.367
O -1.726 2.031 1.774
O -0.024 2.695 0.508
H -1.595 4.243 2.915

Output
- energy above the lowest of the compared OMol25 structures with the same formula, charge and spin (kJ/mol) = 0.00
- net charge = +1